ORCA calculation (ωB97M-V/def2-TZVPD) on a cluster of 2 separate species, C6H10O in total.

Each line ends with the natural charge from an NBO analysis.
Geometry (Å):
H (-0.33466, 2.05919, -0.44115)  0.20
C (0.35852, 1.47821, -1.03200)  -0.36
H (0.69113, 0.63733, 1.87070)  0.23
C (-1.32888, -0.21911, -1.21189)  -0.23
H (-1.71814, 0.29626, 0.80316)  0.20
H (1.33855, -1.72230, 0.02912)  0.11
H (-1.74011, -0.59120, -2.14357)  0.21
C (-2.10157, -0.07180, -0.14389)  -0.36
H (0.75064, -0.38068, -1.93364)  0.21
C (0.05602, 0.23273, -1.36040)  -0.24
H (2.21867, 0.34576, 1.00579)  0.22
O (-0.33280, -1.67780, 1.12473)  -0.53
H (1.82394, -0.56855, 2.47537)  0.24
C (1.41395, -0.11818, 1.57106)  -0.72
H (1.23003, 1.97440, -1.41421)  0.20
C (0.74931, -1.23682, 0.82677)  0.44
H (-3.14308, -0.36233, -0.16884)  0.20

Calculated values
E   -8429.323 eV
SMILES   C=CC=C.CC=O
LUMO energy   0.85 eV
Relative energy (zero: lowest compared OMol25 entry of this formula, charge and spin)   44.2 kcal per mole
M   98.1 Da
Strongest force on any atom   0.7 eV/A

=====

ORCA calculation (ωB97M-V/def2-TZVPD) on a structure of composition C6H10O2 in a non-equilibrium geometry.

Each line ends with the natural charge from an NBO analysis.
Geometry (Å):
H (3.40192, 0.49491, 0.29608)  0.22
C (-3.27092, 0.23323, 0.10277)  -0.27
H (0.78106, 1.23777, -1.62685)  0.47
C (0.53638, -0.20054, 1.29223)  -0.45
C (1.27582, 0.15660, -0.09299)  0.22
H (0.61979, -2.07934, -0.10653)  0.22
H (-0.20687, 0.44860, 1.53668)  0.23
H (2.99216, 0.59309, -1.30013)  0.22
O (0.63839, 1.29735, -0.68565)  -0.71
H (1.11111, -0.79108, 1.98129)  0.22
O (-1.97095, -0.20210, 0.19593)  -0.52
C (-1.39068, -0.75500, -0.81235)  0.31
H (-3.72374, 0.14889, 1.08127)  0.20
C (0.40584, -1.05240, 0.08008)  -0.31
C (2.70025, 0.08216, -0.41506)  -0.66
H (-3.17157, 1.33161, -0.09100)  0.19
H (-3.93764, -0.13001, -0.81242)  0.21
H (3.20967, -0.81374, -0.62334)  0.22

Calculated values
E   -10472.527 eV
LUMO energy   0.91 eV
Relative energy (zero: lowest compared OMol25 entry of this formula, charge and spin)   153.2 kcal per mole
M   114.1 Da
Strongest force on any atom   5.6 eV/A

=====

What is the LUMO energy in the first record?
0.85 eV

=====

What is the M in the second record?
114.1 Da

=====

Please write out number 2 again, unchanged.
ORCA calculation (ωB97M-V/def2-TZVPD) on a structure of composition C6H10O2 in a non-equilibrium geometry.

Each line ends with the natural charge from an NBO analysis.
Geometry (Å):
H (3.40192, 0.49491, 0.29608)  0.22
C (-3.27092, 0.23323, 0.10277)  -0.27
H (0.78106, 1.23777, -1.62685)  0.47
C (0.53638, -0.20054, 1.29223)  -0.45
C (1.27582, 0.15660, -0.09299)  0.22
H (0.61979, -2.07934, -0.10653)  0.22
H (-0.20687, 0.44860, 1.53668)  0.23
H (2.99216, 0.59309, -1.30013)  0.22
O (0.63839, 1.29735, -0.68565)  -0.71
H (1.11111, -0.79108, 1.98129)  0.22
O (-1.97095, -0.20210, 0.19593)  -0.52
C (-1.39068, -0.75500, -0.81235)  0.31
H (-3.72374, 0.14889, 1.08127)  0.20
C (0.40584, -1.05240, 0.08008)  -0.31
C (2.70025, 0.08216, -0.41506)  -0.66
H (-3.17157, 1.33161, -0.09100)  0.19
H (-3.93764, -0.13001, -0.81242)  0.21
H (3.20967, -0.81374, -0.62334)  0.22

Calculated values
E   -10472.527 eV
LUMO energy   0.91 eV
Relative energy (zero: lowest compared OMol25 entry of this formula, charge and spin)   153.2 kcal per mole
M   114.1 Da
Strongest force on any atom   5.6 eV/A